Here is a 13-piece molecular cluster, C62H159N9O26 overall from the Open Molecules 2025 dataset. Energies are from ωB97M-V/def2-TZVPD.

Computed properties:
* LUMO energy: 0.0174 Ha
* strongest force on any atom: 4.40 eV/Å
* relative energy (zero: lowest compared OMol25 entry of this formula, charge and spin): 195.6 kcal/mol
* Kohn-Sham gap: 8.280 eV

The geometry in XYZ format:
```
256
Properties=species:S:1:pos:R:3:lowdin_charge:R:1
C -0.18201 4.05553 6.39689 -0.247
C 1.23066 4.66646 6.13470 -0.275
O 1.37624 6.04793 6.42805 -0.052
O -0.17976 4.02178 7.76766 -0.047
H -0.05421 3.11201 5.86630 0.105
H -0.91055 4.70080 5.90601 0.127
H 1.52094 4.58840 5.08697 0.096
H 1.99852 4.02776 6.57124 0.115
H 1.46191 6.09952 7.38283 0.082
H 0.66110 3.64108 8.03153 0.087
C -5.15217 2.53049 6.30559 -0.259
C -5.89525 1.35839 6.93116 -0.290
O -5.04854 0.44349 7.52110 -0.034
O -5.79819 3.74291 6.14339 -0.054
H -4.66022 2.12485 5.42155 0.131
H -4.41514 2.85897 7.03839 0.119
H -6.63360 0.96569 6.23208 0.094
H -6.68875 1.72775 7.58080 0.111
H -5.49009 -0.36674 7.78595 0.083
H -6.22977 4.08532 6.92958 0.092
C -4.41629 -3.92080 1.00025 -0.181
C -5.55842 -4.09461 2.00639 -0.170
O -4.93387 -4.61746 3.23551 -0.097
O -3.68512 -2.65427 1.17719 -0.091
H -4.74350 -3.90476 -0.03935 0.117
H -3.69078 -4.70647 1.21108 0.114
H -6.35174 -4.71345 1.58712 0.124
H -5.89197 -3.08171 2.23198 0.108
H -5.70664 -4.92253 3.71650 0.048
H -3.04499 -2.82775 1.87126 0.059
C -1.32228 2.16397 0.74610 -0.207
C -1.50771 0.66928 0.33336 -0.205
O -2.89868 0.28349 0.37859 -0.067
O 0.02732 2.59358 0.47548 -0.090
H -1.47013 2.16948 1.82602 0.103
H -2.01487 2.89916 0.33632 0.106
H -0.79676 0.12273 0.95298 0.096
H -1.17968 0.59944 -0.70375 0.094
H -2.95451 -0.66321 0.52766 0.036
H 0.00344 3.50692 0.18080 0.045
C -0.48332 4.93481 -4.87007 -0.080
O -1.36121 4.35395 -3.88369 -0.179
C -0.86333 4.49810 -2.59749 -0.232
C -1.95442 5.12291 -1.68977 -0.232
N -1.47224 5.83054 -0.58427 -0.057
C -0.15129 6.56835 -0.62390 -0.154
C 0.12430 7.09044 0.75961 -0.260
O 0.23453 6.18409 1.80980 -0.178
C 0.32879 6.67156 3.09160 -0.123
H -0.63452 6.01422 -4.85849 0.087
H -0.85540 4.76263 -5.88002 0.082
H 0.55216 4.59490 -4.85222 0.079
H 0.09418 5.01893 -2.59381 0.097
H -0.70315 3.48038 -2.24157 0.114
H -2.89330 4.59458 -1.52403 0.124
H -2.48464 5.81224 -2.34686 0.102
H -2.01800 5.87613 0.26437 0.119
H -0.15783 7.44354 -1.27361 0.125
H 0.65707 5.86309 -0.81692 0.094
H -0.51568 7.95185 0.95066 0.125
H 1.13082 7.50867 0.77080 0.117
H 1.31679 6.97857 3.43467 0.092
H 0.12046 5.78242 3.68668 0.073
H -0.42259 7.39134 3.41630 0.098
C 2.40742 1.22622 4.19296 -0.121
O 2.08223 0.11772 3.37238 -0.219
C 2.63060 0.22164 1.96191 -0.135
C 2.51242 -1.20848 1.36467 -0.204
N 1.19899 -1.90435 1.12875 -0.025
C 1.50514 -3.26776 0.58599 -0.165
C 0.45778 -4.28771 1.21195 -0.184
O 0.72559 -4.50483 2.61472 -0.216
C 0.34516 -5.80242 3.04815 -0.097
H 1.66884 2.02019 4.08264 0.064
H 3.39934 1.63115 3.99237 0.088
H 2.05788 0.86454 5.15998 0.085
H 3.68465 0.48388 2.05326 0.110
H 2.10525 0.93730 1.32951 0.099
H 3.26257 -1.70836 1.97746 0.110
H 3.00683 -1.20739 0.39325 0.086
H 0.80446 -2.04600 2.04765 0.065
H 2.52225 -3.55061 0.85726 0.105
H 1.42236 -3.23641 -0.50041 0.096
H 0.51415 -5.14524 0.54146 0.109
H -0.57735 -3.94722 1.18592 0.110
H 0.87654 -6.09681 3.95318 0.086
H 0.52173 -6.56752 2.29215 0.084
H -0.69594 -5.57009 3.27232 0.087
C 11.32584 5.41054 0.85006 -0.097
O 10.70196 4.13260 1.09520 -0.227
C 9.84460 3.39017 0.20618 -0.186
C 8.89597 2.42274 0.98295 -0.170
N 7.46605 2.78585 0.66067 -0.072
C 7.02194 4.01012 1.39081 -0.187
C 5.93169 4.94031 0.79629 -0.176
O 4.59572 4.34867 0.93639 -0.207
C 3.60779 5.13840 0.30750 -0.123
H 10.63354 6.18428 0.51819 0.076
H 11.98054 5.36048 -0.01998 0.070
H 11.98371 5.71845 1.66277 0.084
H 10.60131 2.92231 -0.42357 0.114
H 9.21814 4.00218 -0.44273 0.110
H 9.10271 2.34179 2.05011 0.108
H 9.05471 1.39314 0.66229 0.105
H 6.84129 1.99947 0.76744 0.091
H 7.84156 4.72442 1.46891 0.108
H 6.80522 3.69644 2.41195 0.116
H 6.17816 5.33144 -0.19081 0.119
H 5.89680 5.77247 1.49943 0.113
H 3.44739 6.00164 0.95341 0.081
H 2.70829 4.52315 0.32863 0.085
H 3.88475 5.51063 -0.67882 0.072
C 0.14150 -0.44964 -3.46905 -0.079
O -0.01490 -1.41144 -4.51523 -0.230
C 0.37521 -2.76622 -4.16235 -0.168
C 1.95316 -2.95751 -4.14244 -0.197
N 2.12578 -4.34272 -3.64619 -0.086
C 2.07278 -5.40792 -4.76622 -0.111
C 2.66663 -6.76278 -4.22632 -0.245
O 3.98305 -6.66007 -4.55887 -0.186
C 4.73227 -7.89245 -4.35770 -0.085
H -0.47824 -0.61566 -2.58788 0.076
H 0.19979 0.52958 -3.94426 0.097
H 1.14941 -0.51201 -3.05878 0.060
H 0.00172 -3.40714 -4.96099 0.107
H 0.08214 -3.06868 -3.15700 0.112
H 2.34645 -2.32371 -3.34763 0.077
H 2.43598 -2.70103 -5.08543 0.114
H 2.69318 -4.41781 -2.81401 0.075
H 2.54798 -4.84438 -5.56916 0.106
H 1.02883 -5.36616 -5.07692 0.095
H 2.04856 -7.49399 -4.74729 0.116
H 2.61841 -6.89960 -3.14602 0.123
H 4.65197 -8.32690 -5.35415 0.082
H 4.67568 -8.76456 -3.70630 0.092
H 5.80302 -7.68885 -4.36956 0.067
C 5.46127 1.55474 -10.27809 -0.071
O 4.77127 1.25404 -9.03279 -0.192
C 5.03654 -0.02184 -8.50769 -0.268
C 4.83212 -0.01293 -7.06126 -0.256
N 5.42985 1.11173 -6.35213 -0.033
C 4.36314 1.57972 -5.48510 -0.207
C 4.79955 2.90798 -4.85709 -0.238
O 3.59898 3.53120 -4.55706 -0.202
C 3.76470 4.72947 -3.76606 -0.081
H 6.47098 1.88457 -10.03352 0.087
H 4.95867 2.46798 -10.59664 0.081
H 5.32792 0.82205 -11.07401 0.087
H 6.08143 -0.33190 -8.52092 0.121
H 4.49463 -0.76850 -9.08814 0.129
H 5.20650 -0.90408 -6.55749 0.119
H 3.75794 -0.18602 -6.99593 0.114
H 5.59858 1.91670 -6.93834 0.094
H 4.02218 0.81477 -4.78746 0.110
H 3.54987 1.89993 -6.13638 0.121
H 5.37174 3.52070 -5.55370 0.125
H 5.37781 2.68417 -3.96063 0.122
H 3.83531 4.34651 -2.74799 0.069
H 2.88027 5.36505 -3.80990 0.071
H 4.51454 5.46804 -4.04954 0.089
C -1.35095 1.14940 -9.91995 -0.130
O -2.19569 0.88653 -8.84598 -0.166
C -1.72358 -0.14923 -8.03914 -0.245
C -2.78203 -0.58167 -7.00823 -0.203
N -2.52316 -1.86148 -6.34462 -0.067
C -3.53566 -2.30788 -5.39037 -0.175
C -3.56155 -1.57882 -4.01162 -0.231
O -4.84982 -1.71194 -3.48620 -0.196
C -5.08152 -0.94970 -2.28720 -0.082
H -0.98568 0.21916 -10.35506 0.090
H -0.64977 1.97282 -9.78417 0.085
H -1.96479 1.60522 -10.69683 0.080
H -0.84622 0.13058 -7.45601 0.124
H -1.59699 -1.10990 -8.53834 0.119
H -3.73928 -0.52785 -7.52677 0.124
H -2.75897 0.16249 -6.21212 0.104
H -1.59713 -1.87033 -5.94153 0.071
H -3.25146 -3.34198 -5.19546 0.107
H -4.54536 -2.27030 -5.79927 0.118
H -3.41943 -0.50752 -4.15382 0.110
H -2.79432 -1.93517 -3.32425 0.113
H -6.15879 -0.81670 -2.18773 0.088
H -4.60509 0.03055 -2.27294 0.080
H -4.65145 -1.41552 -1.40054 0.065
C -7.47793 -0.28649 3.05494 -0.050
O -8.31493 -1.48153 2.92326 -0.205
C -8.33778 -2.31779 4.08283 -0.225
C -9.47656 -1.92129 5.06604 -0.155
N -9.07527 -0.89462 6.09479 -0.040
C -10.15456 -0.26123 6.82584 -0.221
C -11.10501 0.72848 6.14539 -0.218
O -10.52713 1.79268 5.34833 -0.200
C -11.29024 2.99578 5.33514 -0.106
H -7.95806 0.57917 2.59864 0.087
H -6.53217 -0.48954 2.55254 0.084
H -7.41174 0.01068 4.10156 0.057
H -7.31137 -2.39995 4.44038 0.110
H -8.64944 -3.33258 3.83549 0.095
H -9.65838 -2.83654 5.62938 0.107
H -10.23150 -1.61608 4.34146 0.121
H -8.71293 -0.15719 5.50742 0.057
H -9.70377 0.34438 7.61206 0.107
H -10.77965 -0.95255 7.39105 0.119
H -11.80553 1.05202 6.91527 0.112
H -11.81782 0.22499 5.49232 0.110
H -10.72048 3.66503 4.69049 0.088
H -11.47533 3.38104 6.33785 0.087
H -12.21061 2.81888 4.77861 0.083
C -1.11859 -0.79138 4.29763 -0.078
O -2.46287 -1.24696 4.49385 -0.190
C -2.61415 -2.56053 4.98887 -0.213
C -3.66467 -2.50846 6.10118 -0.177
N -4.36458 -3.80420 6.04638 -0.035
C -5.50434 -3.80841 6.91842 -0.237
C -6.48384 -4.93225 6.69776 -0.188
O -7.21744 -4.82369 5.46340 -0.216
C -8.14891 -5.84183 5.25328 -0.127
H -0.52304 -1.56420 3.81166 0.065
H -0.64974 -0.52956 5.24617 0.092
H -1.11668 -0.02035 3.52718 0.078
H -1.64418 -2.99266 5.23485 0.123
H -3.00588 -3.23634 4.22866 0.093
H -4.32262 -1.64423 6.00998 0.102
H -3.13486 -2.25632 7.01977 0.123
H -4.78653 -3.84212 5.12953 0.060
H -6.00988 -2.84583 6.99578 0.108
H -5.17391 -3.91400 7.95175 0.123
H -7.20460 -4.87968 7.51374 0.117
H -6.08990 -5.93024 6.88996 0.127
H -7.76209 -6.82653 4.99096 0.092
H -8.78984 -5.54784 4.42208 0.080
H -8.89011 -5.91819 6.04883 0.090
C 9.72077 -5.82769 -2.10187 -0.081
O 8.71106 -4.85142 -2.55611 -0.182
C 7.32997 -5.27752 -2.50098 -0.216
C 6.27022 -4.30197 -3.00855 -0.185
N 6.25750 -3.03698 -2.22202 -0.053
C 5.07339 -2.35102 -2.69023 -0.216
C 5.09291 -0.84617 -2.23044 -0.203
O 3.95530 -0.09108 -2.61761 -0.229
C 3.53084 1.03939 -1.86326 -0.076
H 9.68024 -6.76959 -2.64893 0.073
H 9.61053 -6.14668 -1.06544 0.075
H 10.73149 -5.44472 -2.24294 0.081
H 7.13109 -5.51224 -1.45530 0.112
H 7.10724 -6.25617 -2.92611 0.097
H 5.28283 -4.75082 -2.90040 0.103
H 6.53530 -3.96620 -4.01109 0.128
H 6.14312 -3.26227 -1.24413 0.107
H 4.20047 -2.76856 -2.18846 0.100
H 5.00488 -2.21171 -3.76912 0.122
H 5.99225 -0.25041 -2.38651 0.122
H 5.19525 -0.93767 -1.14912 0.098
H 2.89563 1.71166 -2.44003 0.089
H 4.30402 1.69570 -1.46384 0.082
H 3.11700 0.55619 -0.97819 0.068
```